1.
Molecular formula: H22NO14
Method: DFT, ωB97M-V/def2-TZVPD

Last column: Löwdin charge in e.
Atoms and positions in Å:
N (0.04832, 0.21303, 0.42865)  -0.397
O (0.22332, -1.06797, 0.51665)  -0.082
O (-0.41668, 0.67003, 1.49965)  -0.113
O (0.86432, 0.89103, -0.18135)  0.072
O (-0.58168, -0.05697, -2.66935)  -0.072
H (-0.12468, -0.89197, -2.42335)  0.023
H (-0.29768, 0.08003, -3.63135)  0.120
O (-2.08968, 1.69103, -1.72635)  -0.134
H (-1.54068, 2.49203, -1.54535)  0.035
H (-1.45968, 0.97903, -2.05935)  -0.052
O (2.96932, 0.44003, -2.10435)  -0.047
H (2.19732, 0.50303, -1.53735)  0.000
H (3.60932, 0.02303, -1.53835)  0.049
O (0.32432, -2.55097, -1.75635)  -0.069
H (0.94532, -3.32197, -2.13035)  0.143
H (0.39032, -2.70597, -0.85935)  -0.030
O (0.48232, 1.87203, 3.77865)  -0.101
H (0.07532, 1.18003, 3.12665)  0.048
H (0.52232, 1.38003, 4.60565)  0.020
O (-0.80468, -1.57097, 2.99965)  -0.072
H (-0.40668, -1.24497, 2.19265)  -0.037
H (-1.66168, -1.74397, 2.57065)  0.026
O (2.09732, 2.85203, -2.62935)  -0.079
H (3.03832, 3.30003, -2.48835)  0.108
H (2.29332, 1.98203, -2.49535)  -0.114
O (2.61732, -2.20297, 1.59065)  0.033
H (2.54132, -2.93697, 1.15865)  -0.077
H (2.04532, -1.55097, 1.20365)  0.005
O (-2.72368, -2.32997, -0.77635)  -0.100
H (-2.08468, -1.61997, -0.52235)  0.008
H (-2.04068, -2.92097, -1.20735)  0.035
O (-2.94768, -0.40397, 1.46665)  -0.021
H (-3.15768, 0.28603, 0.94365)  -0.024
H (-2.10768, -0.13397, 1.89865)  0.017
O (-0.81368, 3.11103, 1.09365)  -0.154
H (-1.46768, 3.15003, 1.92165)  0.090
H (-0.55768, 2.16003, 1.28565)  -0.058

As for the net charge: -1. The LUMO energy comes out at 2.13 eV. Its spin multiplicity is 1. The HOMO energy is -6.8939 eV. The orbital gap is 9.0 eV. For the total energy, the calculation gives -30509.10009 eV.

2.
Molecular formula: H22O11
Method: DFT, ωB97M-V/def2-TZVPD

Last column: Löwdin charge in e.
Atoms and positions in Å:
O (0.00394, -0.86593, 2.09026)  -0.058
H (-0.58273, -1.60107, 1.86463)  0.014
H (0.71071, -1.25254, 2.62013)  0.082
O (1.21785, -2.80592, -0.09743)  -0.046
H (0.55605, -2.98628, 0.57513)  0.027
H (2.00524, -3.27573, 0.20270)  0.060
O (2.28629, 2.37631, -0.31305)  -0.063
H (1.71300, 2.49700, 0.46071)  0.014
H (1.73190, 1.94764, -0.97533)  -0.008
O (-3.03778, 2.92256, 0.03131)  -0.061
H (-2.23522, 2.43623, -0.19991)  0.011
H (-3.36167, 2.45687, 0.80543)  0.002
O (2.99854, -0.53794, 0.44123)  -0.071
H (2.42844, -1.11565, -0.08298)  -0.021
H (2.76483, 0.37328, 0.19597)  0.001
O (1.06973, 1.88917, 2.31688)  -0.046
H (0.46919, 2.22897, 2.98784)  0.049
H (0.67326, 1.05680, 2.03375)  -0.006
O (1.42976, 0.49872, -2.45808)  -0.036
H (1.57059, 1.04115, -3.24429)  0.079
H (1.71917, -0.38375, -2.70993)  0.054
O (-2.40981, -1.97581, 1.00925)  -0.035
H (-2.91209, -1.58107, 0.28653)  0.065
H (-3.00287, -2.61830, 1.41292)  0.062
O (-2.10675, 1.02737, 2.52550)  -0.049
H (-3.05834, 0.92968, 2.42744)  0.035
H (-1.72697, 0.31012, 2.00237)  -0.019
O (-0.09441, -0.89093, -4.92306)  -0.048
H (0.25787, -1.10315, -4.05522)  0.004
H (0.43122, -1.41009, -5.54073)  0.041
O (-0.75111, 0.43395, -0.47725)  -0.041
H (-0.48792, -0.30239, 0.08865)  -0.005
H (-0.26990, 0.28075, -1.30140)  0.012

As for the net charge: 0. The LUMO energy comes out at -0.37 eV. Its spin multiplicity is 1. The HOMO energy is -10.6252 eV. The orbital gap is 10.3 eV. For the total energy, the calculation gives -22880.16576 eV. As for the structure (SMILES): O.O.O.O.O.O.O.O.O.O.O.

3.
Molecular formula: H22O11
Method: DFT, ωB97M-V/def2-TZVPD

Last column: Löwdin charge in e.
Atoms and positions in Å:
O (-1.96405, -3.33463, -0.05055)  -0.037
H (-1.29766, -2.99228, 0.54524)  0.040
H (-1.53888, -4.07239, -0.48776)  0.053
O (3.11654, 2.96533, -1.21296)  -0.069
H (3.16438, 3.34438, -0.33530)  0.024
H (2.65195, 2.13726, -1.09174)  -0.042
O (-2.31316, 0.50778, -0.66535)  -0.047
H (-1.98184, -0.16594, -1.25912)  0.000
H (-3.25062, 0.55335, -0.85329)  0.088
O (1.23146, -1.82064, 2.70950)  -0.059
H (1.10356, -0.89496, 2.50214)  -0.001
H (1.15296, -2.26835, 1.86711)  0.011
O (0.21850, -0.48818, 0.36910)  -0.035
H (-0.67772, -0.28721, 0.09963)  0.001
H (0.76841, -0.04668, -0.27813)  0.003
O (3.88874, 0.23923, -0.30607)  -0.068
H (3.21988, 0.58718, 0.28367)  -0.041
H (4.58976, 0.89065, -0.28484)  0.032
O (-1.84689, -1.63918, -2.16288)  -0.036
H (-1.26204, -2.32034, -1.83090)  0.038
H (-2.64327, -2.10763, -2.41302)  0.066
O (1.09445, 1.19315, -1.66060)  -0.025
H (0.85196, 1.21354, -2.58634)  0.086
H (0.39016, 1.66634, -1.21755)  0.029
O (-0.88120, 2.35831, 0.40379)  -0.046
H (-1.45852, 1.64117, 0.14178)  -0.036
H (-1.33130, 2.77182, 1.14044)  0.057
O (-3.56805, -1.06062, 1.65861)  -0.048
H (-3.47030, -1.91364, 2.08174)  0.032
H (-3.22711, -1.19116, 0.77377)  -0.014
O (2.08722, 1.55802, 1.17056)  -0.033
H (1.20443, 1.41858, 0.82781)  0.001
H (1.97825, 1.55773, 2.12153)  0.074

As for the net charge: 0. The LUMO energy comes out at -0.30 eV. Its spin multiplicity is 1. The HOMO energy is -10.0122 eV. The orbital gap is 9.7 eV. For the total energy, the calculation gives -22880.00314 eV. As for the structure (SMILES): O.O.O.O.O.O.O.O.O.O.O.

4.
Molecular formula: H22O11
Method: DFT, ωB97M-V/def2-TZVPD

Last column: Löwdin charge in e.
Atoms and positions in Å:
O (-1.19659, -1.56050, 2.89396)  0.007
H (-1.56114, -0.73482, 2.97366)  -0.046
H (-1.42112, -1.79854, 2.04254)  -0.044
O (1.49391, 2.52343, -0.90490)  -0.145
H (2.05641, 2.21586, -0.12894)  0.034
H (1.70951, 2.06075, -1.83641)  0.118
O (1.42606, -2.41650, 0.21997)  -0.076
H (1.89754, -2.09212, -0.69054)  0.175
H (0.48712, -2.40996, -0.12366)  0.041
O (-1.21470, 0.82910, -2.05101)  -0.028
H (-1.94693, 1.36440, -1.86330)  0.043
H (-0.89505, 0.95713, -2.98045)  0.109
O (-1.20368, -3.14323, -0.01912)  -0.076
H (-1.66630, -2.31226, -0.39751)  0.076
H (-1.99592, -3.62493, 0.20863)  0.054
O (-1.94174, -1.76701, -2.64987)  -0.018
H (-1.70245, -0.88198, -2.72301)  -0.056
H (-1.23311, -1.87372, -3.28521)  0.049
O (-1.00627, 3.73852, 0.02647)  -0.041
H (-0.14514, 3.35663, -0.17865)  -0.009
H (-1.70616, 3.41376, -0.49461)  -0.013
O (-2.40991, 0.81051, 1.90776)  -0.092
H (-2.57862, 1.75290, 2.00986)  0.037
H (-1.56937, 0.60412, 1.38218)  0.030
O (-0.19378, -0.21630, 0.36527)  -0.106
H (-0.35629, 0.38359, -0.43536)  0.045
H (0.78650, -0.36286, 0.50366)  0.040
O (3.70066, 1.67001, 0.54066)  -0.005
H (4.08953, 1.40074, -0.18130)  -0.049
H (3.47348, 0.84661, 1.03136)  0.029
O (2.58907, -0.65826, 1.45487)  -0.146
H (2.04009, -1.44102, 1.01183)  -0.027
H (2.19439, -0.63405, 2.37115)  0.091

As for the net charge: 0. The LUMO energy comes out at -0.69 eV. Its spin multiplicity is 1. The HOMO energy is -10.6469 eV. The orbital gap is 10.0 eV. For the total energy, the calculation gives -22878.13251 eV. As for the structure (SMILES): O.O.O.O.O.O.O.O.O.O.O.

5.
Molecular formula: H22O11
Method: DFT, ωB97M-V/def2-TZVPD

Last column: Löwdin charge in e.
Atoms and positions in Å:
O (-1.09880, -2.91453, 2.76080)  -0.070
H (-1.00497, -3.07950, 1.81265)  -0.018
H (-1.68934, -2.15655, 2.80295)  0.036
O (-0.96893, 2.32145, 2.43895)  -0.076
H (-0.18613, 2.42667, 2.99119)  0.017
H (-0.63366, 1.80711, 1.69200)  -0.028
O (-2.21686, 0.69312, -2.03683)  -0.049
H (-3.10544, 0.71743, -2.40470)  0.059
H (-2.02484, 1.60676, -1.76751)  0.017
O (-0.01253, 0.34666, 0.58310)  -0.048
H (0.26285, -0.58013, 0.48799)  0.017
H (-0.26437, 0.60782, -0.30764)  0.010
O (-0.33941, -1.27246, -2.96297)  -0.064
H (-0.99167, -0.56588, -2.80602)  0.001
H (-0.85811, -2.08239, -2.91817)  0.037
O (1.33572, 1.86458, -2.40048)  -0.049
H (1.09202, 2.43222, -3.13678)  0.036
H (0.63977, 1.98723, -1.74210)  -0.016
O (2.75299, -0.67789, 1.62945)  -0.043
H (3.29013, -0.18245, 1.00067)  0.056
H (2.91501, -1.59921, 1.41440)  0.034
O (0.91984, -2.06501, -0.51551)  -0.058
H (1.50325, -2.73911, -0.15130)  0.072
H (1.30590, -1.80918, -1.36665)  0.071
O (1.98728, 2.07172, 2.37091)  -0.060
H (2.75940, 1.91422, 2.92180)  0.040
H (1.67557, 1.18941, 2.11951)  0.000
O (-1.61863, -3.12572, -0.14956)  -0.066
H (-0.83984, -2.66844, -0.52167)  -0.004
H (-1.37600, -4.05693, -0.11469)  0.048
O (-0.92128, 2.85260, -0.69364)  -0.045
H (-0.81160, 3.71439, -1.11141)  0.077
H (-1.47734, 3.02196, 0.08130)  0.069

As for the net charge: 0. The LUMO energy comes out at -0.05 eV. Its spin multiplicity is 1. The HOMO energy is -10.5051 eV. The orbital gap is 10.5 eV. For the total energy, the calculation gives -22880.41857 eV. As for the structure (SMILES): O.O.O.O.O.O.O.O.O.O.O.

6.
Molecular formula: H22O11
Method: DFT, ωB97M-V/def2-TZVPD

Last column: Löwdin charge in e.
Atoms and positions in Å:
O (6.17882, -25.23733, 29.69679)  -0.060
H (5.26264, -25.44447, 29.90200)  0.023
H (6.25625, -25.36172, 28.74040)  -0.003
O (8.99319, -24.90622, 25.36391)  -0.065
H (9.43674, -24.57273, 26.15370)  0.055
H (8.20627, -24.34545, 25.26770)  0.005
O (7.10495, -23.54740, 23.82808)  -0.045
H (7.76063, -23.17233, 23.22927)  0.065
H (6.25914, -23.40105, 23.38737)  0.007
O (4.66580, -27.50543, 27.34547)  -0.066
H (4.06157, -26.74619, 27.38831)  -0.016
H (4.96229, -27.49216, 26.43098)  0.028
O (5.61641, -21.98507, 27.70111)  -0.070
H (6.24262, -21.60770, 27.07568)  0.027
H (5.24198, -22.75187, 27.23971)  -0.013
O (4.83747, -24.31535, 26.01629)  -0.051
H (5.65344, -24.77580, 25.77282)  0.053
H (4.41076, -24.11600, 25.16429)  0.013
O (1.97137, -23.10400, 24.98477)  -0.032
H (1.34822, -23.84393, 24.94714)  0.071
H (1.44997, -22.36054, 25.31083)  0.077
O (3.94679, -23.98184, 23.21460)  -0.058
H (3.15164, -23.53337, 23.57377)  0.034
H (3.61207, -24.56582, 22.52188)  0.086
O (5.07033, -21.60187, 22.17547)  -0.070
H (4.61161, -22.35156, 22.60529)  -0.015
H (4.50634, -21.35015, 21.43689)  0.037
O (2.50677, -25.58888, 27.00093)  -0.057
H (2.86579, -24.93916, 26.38022)  0.000
H (2.90909, -25.36093, 27.84718)  0.048
O (7.44050, -26.60066, 27.07270)  -0.066
H (8.18264, -26.48678, 26.45749)  0.014
H (7.41224, -27.54421, 27.26637)  0.045

As for the net charge: 0. The LUMO energy comes out at -0.42 eV. Its spin multiplicity is 1. The HOMO energy is -10.4797 eV. The orbital gap is 10.1 eV. For the total energy, the calculation gives -22880.23673 eV. As for the structure (SMILES): O.O.O.O.O.O.O.O.O.O.O.

7.
Molecular formula: H22O11
Method: DFT, ωB97M-V/def2-TZVPD

Last column: Löwdin charge in e.
Atoms and positions in Å:
O (3.52515, 1.48828, -1.34610)  -0.061
H (2.97641, 0.85751, -0.88103)  -0.031
H (4.33048, 1.12472, -1.67946)  0.012
O (1.07871, -0.26429, 3.28481)  -0.031
H (0.21580, -0.29287, 2.86804)  0.024
H (1.42300, 0.61682, 3.34559)  0.041
O (2.17713, -0.59447, -0.02407)  -0.035
H (2.04750, -1.21621, -0.75812)  0.084
H (2.33964, -0.99645, 0.80831)  0.027
O (-0.99992, 3.23124, -0.97702)  -0.066
H (-1.43360, 2.38520, -1.19651)  -0.002
H (-1.21276, 3.82419, -1.70149)  0.038
O (1.17156, -2.76451, 1.65818)  -0.074
H (0.29394, -2.74871, 1.23089)  -0.002
H (1.18829, -2.44129, 2.56534)  0.026
O (-0.69246, -2.65955, -0.21357)  -0.027
H (-0.04123, -3.25390, -0.59371)  0.088
H (-1.55853, -2.94173, -0.39593)  -0.005
O (-1.21391, 1.55212, 1.71726)  -0.062
H (-1.25546, 0.85046, 1.08320)  -0.031
H (-0.39995, 1.53181, 2.26618)  0.032
O (1.39885, 2.54985, 0.43611)  -0.080
H (0.43801, 2.63358, 0.59572)  -0.006
H (1.63409, 3.41846, 0.07641)  0.046
O (-3.10865, -2.67992, -1.31117)  -0.039
H (-3.36212, -1.78759, -1.00721)  0.070
H (-3.78537, -2.89002, -1.96038)  0.064
O (-1.95287, 1.15071, -2.50915)  -0.046
H (-2.76456, 0.62225, -2.56959)  0.054
H (-1.30548, 0.55083, -2.14201)  0.013
O (-0.55879, 0.04428, -0.28732)  -0.055
H (0.33046, -0.09506, 0.08544)  0.036
H (-0.92335, -0.80574, -0.46762)  0.001

As for the net charge: 0. The LUMO energy comes out at -0.40 eV. Its spin multiplicity is 1. The HOMO energy is -10.0547 eV. The orbital gap is 9.7 eV. For the total energy, the calculation gives -22879.72975 eV. As for the structure (SMILES): O.O.O.O.O.O.O.O.O.O.O.

8.
Molecular formula: H22O11
Method: DFT, ωB97M-V/def2-TZVPD

Last column: Löwdin charge in e.
Atoms and positions in Å:
O (-9.31829, 9.62571, 2.20405)  -0.067
H (-8.65641, 8.96117, 2.02863)  -0.012
H (-10.16534, 9.27996, 1.81783)  0.037
O (-7.56507, 6.66249, 3.68816)  -0.039
H (-8.53066, 6.84240, 3.76495)  0.060
H (-7.26430, 6.59177, 4.57648)  0.032
O (-8.06360, 9.18323, 5.26665)  -0.051
H (-8.39252, 8.84000, 6.13100)  0.073
H (-8.78428, 8.97442, 4.67477)  0.000
O (-13.04168, 8.70152, 4.01903)  -0.100
H (-13.25483, 9.45262, 4.56933)  0.021
H (-12.47844, 8.98387, 3.25060)  -0.011
O (-9.78347, 12.19306, 0.52279)  -0.075
H (-8.78755, 12.20627, 0.57884)  0.022
H (-9.94906, 12.26472, 1.43196)  -0.023
O (-6.43406, 9.32238, 2.67820)  -0.042
H (-5.54119, 9.43433, 2.99362)  0.065
H (-6.94065, 8.73096, 3.23617)  -0.006
O (-7.99700, 7.53840, 0.94319)  -0.023
H (-8.66191, 6.95454, 1.26108)  0.047
H (-8.05942, 7.59940, -0.00514)  0.086
O (-11.07413, 10.54561, 3.99266)  -0.088
H (-11.73182, 10.98373, 3.38776)  0.070
H (-10.36087, 10.36227, 3.35716)  -0.022
O (-11.77957, 8.60459, 1.52580)  -0.016
H (-11.34155, 7.74868, 1.47790)  0.077
H (-12.65432, 8.50006, 1.21457)  0.063
O (-5.42792, 7.68912, 0.20590)  -0.075
H (-4.65674, 7.56192, 0.76681)  0.031
H (-6.21413, 7.80679, 0.76249)  -0.025
O (-7.18629, 11.26763, 0.89075)  -0.074
H (-7.51897, 10.47425, 1.33540)  -0.006
H (-6.51877, 11.63646, 1.51354)  0.071

As for the net charge: 0. The LUMO energy comes out at -0.54 eV. Its spin multiplicity is 1. The HOMO energy is -10.3155 eV. The orbital gap is 9.8 eV. For the total energy, the calculation gives -22879.16073 eV. As for the structure (SMILES): O.O.O.O.O.O.O.O.O.O.O.

total energy of number 5 (H22O11)? -22880.41857 eV

Which value of spin multiplicity does entry 2 give? 1